A molecular structure, C25H30As2N3O2S2Sr. Source: the OMol25 dataset; level of theory: ωB97M-V/def2-TZVPD.

Structure (XYZ):
```
65
Properties=species:S:1:pos:R:3:forces:R:3
Sr 0.013 0.905 1.430 -0.05 -0.20 0.12
O 5.148 1.128 -1.421 0.00 -0.05 0.02
C 5.202 -0.023 -0.730 0.01 0.03 -0.04
C 6.297 -0.856 -0.967 0.00 -0.03 0.01
C 6.425 -2.052 -0.295 0.01 0.01 -0.01
C 5.464 -2.453 0.632 0.00 0.00 0.00
C 4.377 -1.638 0.862 0.01 0.01 0.00
C 4.217 -0.420 0.193 0.03 -0.04 -0.04
C 3.012 0.384 0.479 -0.04 -0.05 0.06
O 2.097 -0.124 1.226 -0.06 0.19 -0.02
N 2.953 1.586 -0.066 -0.09 0.02 0.04
N 1.775 2.271 0.237 0.23 -0.03 -0.07
C 1.814 3.513 -0.061 -0.03 0.07 -0.02
S 0.377 4.511 0.131 0.02 0.00 0.02
C 1.315 6.062 0.153 -0.01 -0.01 0.03
C 2.402 5.926 -0.898 -0.03 0.06 -0.01
S 3.234 4.331 -0.664 0.01 -0.06 -0.01
H 4.342 1.607 -1.123 0.00 0.04 0.00
H 7.037 -0.527 -1.685 0.00 -0.01 0.00
H 7.286 -2.680 -0.488 0.00 0.00 0.00
H 5.574 -3.386 1.168 0.00 0.00 0.00
H 3.624 -1.917 1.586 -0.01 -0.01 0.00
H 1.738 6.222 1.144 -0.01 -0.01 0.00
H 0.619 6.867 -0.077 0.02 0.01 -0.02
H 3.155 6.706 -0.790 0.00 0.00 0.01
H 1.983 5.977 -1.902 0.01 -0.02 0.00
C 0.559 -2.742 -1.479 -0.03 0.00 0.00
As -0.394 -1.886 -0.019 0.05 0.04 0.13
C 0.298 -2.977 1.452 0.03 -0.03 -0.06
C -2.185 -2.644 -0.128 0.03 -0.03 -0.06
C -2.496 -3.615 -1.076 -0.05 -0.01 0.00
C -3.765 -4.174 -1.131 0.03 0.01 0.00
C -4.737 -3.773 -0.229 0.00 0.02 0.02
C -4.437 -2.802 0.715 -0.01 -0.02 -0.02
C -3.173 -2.223 0.768 0.00 0.03 0.05
As -2.828 -0.846 2.118 -0.02 -0.02 -0.02
C -4.502 0.156 2.012 0.00 0.00 -0.01
C -3.185 -1.867 3.743 0.00 0.01 -0.03
H 0.492 -3.826 -1.400 0.02 0.00 -0.02
H 1.603 -2.440 -1.399 0.00 0.00 0.01
H 0.169 -2.415 -2.441 -0.01 0.01 0.00
H 0.160 -4.033 1.224 0.01 0.00 0.02
H -0.217 -2.748 2.386 -0.02 0.03 -0.02
H 1.356 -2.748 1.564 0.00 -0.01 0.02
H -1.747 -3.949 -1.782 0.01 0.01 0.00
H -3.989 -4.928 -1.875 0.00 0.00 0.00
H -5.725 -4.211 -0.260 0.00 0.00 0.00
H -5.207 -2.498 1.414 -0.01 -0.01 -0.01
H -5.356 -0.476 2.247 0.02 -0.01 0.00
H -4.621 0.551 1.004 0.00 0.01 0.01
H -4.475 0.980 2.724 0.01 0.01 0.00
H -4.139 -2.384 3.650 0.00 -0.01 0.01
H -3.222 -1.192 4.597 0.00 0.01 0.00
H -2.396 -2.600 3.902 0.00 0.00 0.00
C -2.638 2.834 -2.822 0.01 0.01 -0.01
C -3.240 2.969 -1.580 -0.01 0.00 0.00
C -2.598 2.442 -0.475 0.00 -0.02 -0.03
N -1.424 1.807 -0.547 -0.10 0.06 -0.05
C -0.852 1.683 -1.749 0.01 -0.01 -0.01
C -1.421 2.178 -2.908 0.00 0.00 -0.01
H -3.109 3.239 -3.707 0.00 -0.01 0.00
H -4.188 3.475 -1.468 0.00 0.00 0.01
H -3.042 2.534 0.510 0.01 0.00 0.00
H 0.107 1.176 -1.778 0.00 0.00 -0.01
H -0.914 2.053 -3.855 0.00 0.00 0.00
```
Forces are in eV/Å.

Results
- Total energy: -179157.6633 eV
- Highest occupied orbital energy: -9.93 eV
- Multiplicity: 1
- Net charge: +1